1.
A molecular structure, C4H8N4O3, computed with ωB97M-V/def2-TZVPD.

Structure (XYZ):
```
19
Properties=species:S:1:pos:R:3:lowdin_charge:R:1
O 0.480 -2.306 -1.428 -0.08
O 1.125 -3.693 0.126 -0.01
O -0.055 2.121 1.566 -0.08
N 1.145 -1.674 0.590 0.16
N -0.602 0.264 0.207 -0.11
N 0.913 -2.556 -0.291 -0.63
N 1.308 1.856 1.481 0.08
C -1.507 -0.253 -0.831 0.01
C 1.688 0.957 0.672 -0.12
C -0.813 1.714 0.485 -0.15
C 0.823 0.091 -0.109 -0.14
H 2.752 0.797 0.608 0.13
H -0.742 -0.268 1.079 0.19
H -1.859 1.911 0.735 0.15
H -1.501 0.428 -1.681 0.11
H -0.531 2.254 -0.435 0.16
H -1.136 -1.228 -1.173 0.08
H -2.519 -0.343 -0.441 0.11
H 1.032 -0.070 -1.160 0.13
```

Properties
LUMO ... 0.1 eV
Kohn-Sham gap ... 8.911 eV
Net charge ... 0
HOMO level ... -8.85 eV

2.
A single C11H12O molecule, computed with ωB97M-V/def2-TZVPD.

Structure (XYZ):
```
24
Properties=species:S:1:pos:R:3:lowdin_charge:R:1
O 3.006 -0.911 -0.101 -0.14
C -0.195 0.705 -0.223 -0.19
C -2.336 1.507 -0.881 -0.31
C -0.646 -1.570 0.333 -0.07
C -1.126 -0.331 -0.066 -0.15
C 0.656 -1.758 0.586 -0.07
C 1.565 -0.794 0.212 -0.22
C -0.875 1.849 -0.823 -0.21
C 1.139 0.497 -0.166 0.04
C -2.553 0.125 -0.489 -0.11
C -1.844 2.636 0.036 -0.05
C 3.711 -1.819 0.853 -0.09
H 1.807 1.433 -0.259 0.16
H 3.729 -3.024 0.619 0.13
H -1.904 2.365 1.141 0.13
H 0.861 -2.830 0.994 0.15
H 3.366 -1.572 1.954 0.12
H -1.436 -2.355 0.616 0.14
H -2.700 -0.178 -1.562 0.13
H 4.711 -1.578 0.806 0.02
H -3.402 -0.233 0.251 0.16
H -2.860 1.803 -1.854 0.16
H -2.278 3.573 -0.385 0.11
H -0.397 2.459 -1.591 0.15
```

Properties
LUMO ... 1.0 eV
Kohn-Sham gap ... 9.305 eV
Net charge ... 0
HOMO level ... -8.32 eV

3.
A molecular structure, C11H23IrO3P2, computed with ωB97M-V/def2-TZVPD.

Structure (XYZ):
```
40
Properties=species:S:1:pos:R:3:lowdin_spin:R:1
Ir -0.154 -0.269 -1.696 1.92
P 0.519 0.207 0.392 0.40
P -0.189 -2.490 -1.878 0.22
O -0.161 0.773 1.794 0.09
O 1.233 -1.140 0.918 0.15
O 1.423 1.494 -0.110 0.11
C -1.363 0.634 3.871 0.00
C 0.845 -0.008 -3.800 0.18
C 0.872 1.238 -3.076 0.18
C -0.505 1.630 -2.801 0.10
C -1.366 0.568 -3.311 0.09
C 1.340 -3.222 2.104 0.01
C 0.024 0.486 3.309 0.04
C 0.770 2.860 0.004 0.06
C -0.709 2.895 0.300 0.02
C -0.526 -0.407 -3.960 0.16
C 0.352 -2.283 1.484 0.07
H 2.052 -2.626 2.687 0.00
H 1.833 -3.778 1.298 0.00
H 0.782 1.129 3.775 0.01
H 0.984 -3.111 -2.456 0.04
H -0.900 -1.291 -4.470 0.01
H -1.679 1.670 3.779 0.00
H 1.763 1.795 -2.792 0.01
H -0.344 -1.851 2.207 0.01
H 0.837 -3.938 2.771 0.01
H -2.103 0.026 3.334 0.00
H -2.452 0.525 -3.209 0.01
H -1.321 2.334 -0.408 0.01
H -1.225 -2.665 -2.868 0.03
H -1.444 0.353 4.919 0.00
H -0.862 2.522 1.317 0.00
H 0.414 -0.527 3.349 0.00
H -0.848 2.560 -2.339 0.00
H 0.960 3.406 -0.930 0.00
H -1.021 3.944 0.195 0.00
H -0.215 -2.742 0.665 0.01
H -0.649 -3.508 -1.019 0.05
H 1.725 -0.548 -4.163 0.01
H 1.306 3.354 0.816 0.00
```

Properties
LUMO (alpha / beta) ... 0.5 / -1.8 eV
Kohn-Sham gap (alpha / beta) ... 3.269 / 6.453 eV
Multiplicity ... 5
Net charge ... 0
HOMO level (alpha / beta) ... -2.80 / -8.27 eV

4.
A molecular structure, C29H29BBr2N6O2SbSn, computed with ωB97M-V/def2-TZVPD.

Structure (XYZ):
```
71
Properties=species:S:1:pos:R:3:lowdin_charge:R:1
Sb 0.495 -0.774 3.062 1.23
Sn 0.672 0.553 0.116 1.06
Br 0.790 0.386 -5.446 0.94
Br 3.658 -1.229 0.651 0.73
O -0.368 -0.541 -2.825 -0.02
O -2.551 -0.938 -2.510 0.22
N -1.011 1.966 -1.299 -0.05
N -2.054 2.115 1.585 -0.03
N -1.305 -0.615 0.269 -0.11
N -2.302 2.034 -0.921 -0.03
N -2.529 -0.072 0.458 -0.01
N -0.713 2.047 1.644 -0.10
C 0.312 -1.810 -2.296 -0.24
C -2.789 -2.267 0.559 -0.03
C -2.181 3.073 -2.867 -0.05
C 1.122 -1.626 -1.249 -0.18
C -3.025 2.688 -1.845 -0.06
C 3.551 -4.007 0.379 -0.12
C -1.536 0.618 -6.948 -0.11
C 1.851 -2.824 -0.929 -0.23
C -1.096 0.268 -5.683 -0.54
C 2.188 -5.261 -1.145 -0.03
C 3.154 -5.236 -0.185 -0.06
C -3.432 -1.046 0.610 -0.07
C -1.456 -1.942 0.350 -0.17
C -1.761 -0.550 -3.291 -0.33
C -0.007 -2.960 -3.031 -0.01
C -2.005 -0.119 -4.690 -0.15
C -0.928 2.599 -2.465 -0.17
C -0.343 2.733 2.721 -0.18
C -1.487 -0.695 3.847 -0.28
C 0.865 -2.865 3.323 -0.31
C -3.365 -0.141 -5.020 0.01
C 1.539 -4.068 -1.549 -0.16
C 0.589 -4.106 -2.605 -0.01
C 2.924 -2.855 0.007 -0.61
C 1.487 -0.091 4.825 -0.31
C -2.529 2.845 2.608 -0.07
C -3.808 0.210 -6.279 -0.04
C -1.460 3.262 3.374 -0.05
C -2.890 0.588 -7.245 -0.03
B -2.804 1.454 0.422 -0.53
H 1.166 0.925 5.049 0.00
H -0.604 -2.590 0.249 0.10
H 0.237 -0.115 -3.483 0.00
H 4.372 -3.973 1.081 0.10
H -3.219 0.860 -8.238 0.12
H 2.566 -0.105 4.690 0.01
H 0.029 2.721 -2.948 0.11
H -3.983 1.642 0.529 0.13
H 0.379 -5.049 -3.092 0.12
H -4.078 2.854 -1.701 0.13
H -1.498 -1.171 4.826 0.02
H 1.216 -0.747 5.651 0.01
H 0.545 -3.421 2.443 -0.01
H -4.865 0.188 -6.504 0.12
H -1.796 0.345 3.944 0.00
H -2.174 -1.213 3.181 -0.01
H -1.484 3.869 4.261 0.10
H 0.703 2.823 2.972 0.11
H 0.327 -3.227 4.197 0.01
H -0.695 -2.955 -3.867 0.13
H -0.818 0.914 -7.699 0.11
H -4.065 -0.438 -4.252 0.13
H 1.933 -3.019 3.463 0.00
H -4.469 -0.803 0.764 0.13
H -2.427 3.635 -3.750 0.10
H 1.910 -6.192 -1.622 0.12
H -3.224 -3.245 0.660 0.11
H -3.585 3.018 2.719 0.13
H 3.652 -6.145 0.119 0.11
```

Properties
LUMO ... -3.5 eV
Kohn-Sham gap ... 6.595 eV
Net charge ... +1
HOMO level ... -10.07 eV

5.
A molecular structure, C16H33AsBr3F6O27S7, computed with ωB97M-V/def2-TZVPD.

Structure (XYZ):
```
93
Properties=species:S:1:pos:R:3:lowdin_charge:R:1
Br -11.944 8.316 -29.889 0.65
Br -14.555 6.465 -30.361 0.58
Br -12.622 7.214 -32.872 0.54
As -11.047 4.041 -27.796 0.83
S -6.483 -0.790 -28.892 0.68
S -15.327 0.815 -27.928 0.63
S -6.846 7.836 -26.526 0.66
S -9.603 5.315 -22.228 0.66
S -16.561 3.705 -23.134 0.70
S -13.817 1.290 -33.397 0.68
S -13.523 9.572 -26.343 0.66
F -9.765 3.023 -27.058 -0.27
F -11.915 2.641 -28.379 -0.25
F -10.155 3.946 -29.337 -0.28
F -11.940 3.979 -26.302 -0.24
F -12.287 4.999 -28.577 -0.28
F -10.150 5.496 -27.350 -0.25
O -8.633 5.864 -21.300 -0.24
O -7.553 0.242 -29.484 -0.19
O -12.268 0.738 -33.292 -0.22
O -7.074 6.303 -27.045 -0.22
O -10.960 5.204 -21.761 -0.24
O -13.422 2.672 -32.614 -0.21
O -13.036 8.278 -25.492 -0.18
O -17.758 3.964 -22.375 -0.23
O -6.765 -2.194 -29.106 -0.23
O -14.017 9.183 -27.635 -0.29
O -15.892 5.124 -23.610 -0.19
O -16.493 -0.022 -27.198 -0.27
O -15.893 2.107 -28.223 -0.27
O -14.754 -0.033 -28.987 -0.31
O -7.203 8.520 -27.937 -0.20
O -9.507 6.125 -23.621 -0.20
O -9.051 3.917 -22.812 -0.18
O -7.903 8.247 -25.633 -0.23
O -15.263 3.338 -22.200 -0.20
O -14.146 1.602 -34.760 -0.24
O -12.025 10.109 -26.538 -0.18
O -5.462 8.059 -26.215 -0.22
O -14.692 0.424 -32.640 -0.23
O -5.155 -0.299 -29.179 -0.25
O -16.654 2.798 -24.271 -0.25
O -14.391 10.408 -25.517 -0.24
O -6.820 -0.413 -27.315 -0.19
C -11.065 9.106 -26.300 -0.21
C -12.463 2.410 -31.593 -0.16
C -7.896 7.623 -28.829 -0.14
C -11.797 7.847 -26.042 -0.20
C -14.078 3.771 -22.864 -0.17
C -8.907 3.974 -24.221 -0.16
C -14.139 0.943 -26.563 -0.09
C -14.486 4.928 -23.759 -0.17
C -7.462 1.434 -28.653 -0.15
C -17.595 -1.982 -26.365 -0.06
C -12.695 6.875 -30.941 -1.54
C -8.673 5.473 -24.564 -0.17
C -11.484 1.494 -32.341 -0.15
C -7.376 0.888 -27.246 -0.20
C -7.295 6.271 -28.463 -0.15
C -16.455 -1.446 -27.224 -0.27
H -6.276 6.213 -28.858 0.13
H -17.367 -3.029 -26.166 0.08
H -18.555 -1.944 -26.885 0.07
H -13.397 1.699 -26.802 0.04
H -14.026 5.865 -23.448 0.13
H -7.852 5.383 -28.751 0.12
H -8.050 3.419 -24.602 0.13
H -13.702 2.933 -23.455 0.12
H -6.604 2.005 -29.005 0.13
H -8.352 2.036 -28.817 0.11
H -16.393 -1.896 -28.213 0.12
H -10.378 9.407 -25.506 0.13
H -12.097 5.976 -30.870 -0.06
H -11.066 0.786 -31.627 0.13
H -14.271 4.718 -24.806 0.12
H -9.785 3.537 -24.694 0.10
H -8.904 5.862 -25.548 0.08
H -10.750 2.017 -32.950 0.13
H -7.632 5.742 -24.361 0.13
H -13.346 3.981 -22.087 0.12
H -11.990 7.393 -27.019 0.09
H -6.711 1.472 -26.602 0.13
H -12.028 3.327 -31.208 0.11
H -10.393 8.983 -27.155 0.11
H -11.232 7.136 -25.446 0.13
H -12.976 1.840 -30.817 0.12
H -8.300 0.967 -26.671 0.12
H -13.654 -0.032 -26.544 0.07
H -17.781 -1.422 -25.450 0.08
H -8.975 7.603 -28.672 0.09
H -7.683 7.937 -29.847 0.14
H -15.518 -1.674 -26.703 0.11
H -14.685 1.199 -25.658 0.06
```

Properties
LUMO ... 1.5 eV
Kohn-Sham gap ... 9.971 eV
Net charge ... -1
HOMO level ... -8.43 eV

6.
2 unconnected molecules or ions with the total composition C3H9O3, computed with ωB97M-V/def2-TZVPD.

Structure (XYZ):
```
15
Properties=species:S:1:pos:R:3:lowdin_charge:R:1
O 1.879 -0.019 -1.991 -0.37
O -2.459 -1.262 -0.456 -0.08
O -0.472 0.224 2.329 -0.11
C 0.802 0.367 -1.287 -0.56
C 0.943 0.081 0.227 -0.21
C -0.123 0.793 1.043 -0.30
H -0.123 -0.181 -1.622 0.07
H 0.134 1.838 1.218 0.10
H 0.617 1.467 -1.349 0.09
H 1.003 -0.985 0.469 0.10
H -1.064 0.866 0.479 0.09
H -1.965 -0.943 -1.237 0.02
H -1.860 -1.107 0.278 0.00
H 1.912 0.533 0.464 0.10
H -0.131 -0.674 2.288 0.06
```

Properties
LUMO ... 3.7 eV
Kohn-Sham gap ... 6.307 eV
Net charge ... -1
HOMO level ... -2.60 eV